1.
{
  "formula": "H22O11",
  "method": "ωB97M-V/def2-TZVPD",
  "homo_lumo_gap_ev": 10.033,
  "smiles": "O.O.O.O.O.O.O.O.O.O.O",
  "elements": ["H", "H", "H", "O", "H", "H", "H", "O", "H", "O", "H", "O", "H", "H", "H", "H", "O", "O", "O", "O", "H", "H", "H", "O", "O", "H", "H", "H", "O", "H", "H", "H", "H"],
  "xyz": [[0.38, 1.34, -0.09], [1.10, -2.36, 1.58], [-0.29, -4.29, -0.57], [0.53, 3.19, -0.40], [0.96, -0.93, 1.10], [-1.84, -1.77, -1.96], [-2.20, -2.34, 0.89], [1.61, -1.57, 1.37], [-3.15, 0.37, 0.20], [3.48, 1.04, -1.58], [-0.15, -1.40, -2.78], [-0.14, -1.38, -1.82], [3.95, 0.69, -0.82], [2.82, 1.63, -1.21], [0.12, -2.83, -0.64], [-0.03, 3.91, -0.12], [-0.17, -3.51, -0.03], [0.23, 0.53, 0.39], [2.59, 2.41, 1.55], [-2.69, -1.66, 0.43], [-0.30, 0.00, -0.20], [0.58, -0.79, -1.60], [1.93, 2.62, 0.90], [-2.74, -2.04, -2.16], [-3.68, 1.14, 0.01], [-4.27, 0.86, -0.69], [1.34, 1.34, 2.91], [0.89, 3.48, -1.24], [0.83, 1.49, 3.71], [1.29, 2.19, 4.16], [-2.67, -2.48, -3.01], [2.63, 3.18, 2.12], [-2.94, -2.06, -0.40]]
}


2.
{
  "formula": "H22O11",
  "method": "ωB97M-V/def2-TZVPD",
  "homo_lumo_gap_ev": 10.041,
  "smiles": "O.O.O.O.O.O.O.O.O.O.O",
  "elements": ["H", "H", "O", "O", "H", "H", "H", "H", "H", "H", "H", "O", "O", "O", "H", "H", "O", "H", "H", "H", "H", "O", "O", "H", "H", "H", "H", "O", "O", "O", "H", "H", "H"],
  "xyz": [[-4.55, 25.08, 6.96], [-2.55, 26.21, 3.81], [-2.39, 28.38, 5.10], [-6.10, 24.68, 3.04], [-1.49, 25.44, 4.64], [-5.76, 24.32, 2.22], [-4.56, 27.45, 3.17], [-5.41, 27.76, 0.57], [-4.19, 31.49, 2.17], [-4.53, 26.77, 4.54], [-4.74, 23.34, 3.71], [-3.89, 30.64, 1.84], [-4.19, 26.69, 3.64], [-7.94, 28.92, 2.68], [-5.71, 25.57, 3.11], [-2.67, 27.84, 5.85], [-1.85, 25.52, 3.75], [-2.85, 26.16, 1.52], [-1.54, 28.02, 4.84], [-3.25, 23.75, 3.75], [-7.08, 28.57, 2.37], [-5.80, 27.58, 1.43], [-4.70, 24.46, 6.25], [-2.69, 26.46, 0.04], [-3.84, 30.08, 2.62], [-4.95, 27.78, 7.58], [-4.88, 29.30, 7.52], [-3.05, 25.80, 0.65], [-3.83, 22.99, 3.61], [-4.78, 28.51, 6.97], [-6.73, 27.38, 1.24], [-8.24, 29.50, 1.97], [-3.81, 24.20, 5.95]]
}


3.
{
  "formula": "H22O11",
  "method": "ωB97M-V/def2-TZVPD",
  "homo_lumo_gap_ev": 9.518,
  "elements": ["H", "O", "H", "O", "H", "O", "O", "O", "H", "O", "H", "H", "H", "H", "H", "O", "H", "H", "O", "H", "O", "H", "H", "H", "H", "H", "H", "O", "H", "H", "O", "H", "H"],
  "xyz": [[0.35, 0.51, 0.45], [1.36, 3.17, -0.12], [-2.04, 2.06, 1.64], [-2.28, -0.61, 0.56], [0.73, -1.41, 1.09], [0.71, -2.22, 1.70], [-1.56, 1.68, 2.32], [2.39, 0.26, -1.45], [-0.91, 2.20, -1.64], [2.65, 1.77, 2.10], [0.36, -1.53, -0.94], [0.98, -2.99, -1.11], [-0.69, -3.02, -0.29], [1.61, 0.22, -1.09], [3.59, 2.28, 2.22], [-1.26, -3.60, 0.37], [0.50, 2.89, -0.36], [-2.88, -1.00, -0.08], [0.16, -0.19, -0.13], [-2.44, -0.85, 1.53], [0.35, -2.30, -1.50], [-2.02, 1.77, 3.13], [-0.66, -1.10, -2.43], [-1.32, -4.50, 0.14], [-0.57, 1.14, -0.53], [-0.32, -0.12, -3.45], [-0.01, -2.96, 1.56], [-0.99, 2.09, -0.80], [-1.38, -0.55, 0.20], [1.33, 4.14, 0.01], [-1.09, -0.42, -2.97], [2.32, 2.21, 1.33], [3.00, 1.00, -1.47]]
}


4.
{
  "formula": "H22O11",
  "method": "ωB97M-V/def2-TZVPD",
  "homo_lumo_gap_ev": 9.751,
  "smiles": "O.O.O.O.O.O.O.O.O.O.O",
  "elements": ["O", "O", "H", "H", "O", "H", "O", "H", "H", "O", "H", "H", "O", "H", "H", "H", "H", "O", "H", "H", "O", "O", "H", "H", "H", "H", "O", "H", "H", "O", "H", "H", "H"],
  "xyz": [[-3.01, -1.45, 1.79], [2.39, 2.33, -0.46], [2.46, -0.20, 0.26], [0.03, -0.68, 3.52], [-0.51, -0.01, 3.08], [-3.40, 1.41, -0.50], [3.01, 0.25, -2.43], [-0.86, 0.50, 0.06], [1.41, -0.87, -2.90], [-2.11, -2.15, -1.07], [0.44, 0.21, -0.70], [-2.43, -1.32, -1.44], [0.69, -1.51, -3.01], [3.81, -0.49, -0.37], [3.94, 0.49, -2.47], [-0.95, 2.34, 1.79], [3.19, 2.77, -0.14], [-2.54, 1.11, -0.84], [-2.13, 2.89, 2.59], [0.15, -2.85, 1.32], [3.21, -0.80, 0.31], [0.28, -2.54, 0.41], [-2.99, -0.77, 1.12], [0.13, -1.12, -3.70], [0.56, -1.62, 0.51], [1.78, 2.34, 0.29], [0.11, 0.45, 0.18], [2.56, 1.03, -2.08], [-2.70, 0.95, -1.78], [-1.17, 2.88, 2.56], [-0.15, 0.04, 2.18], [-2.37, -1.15, 2.46], [-2.85, -2.48, -0.54]]
}


5.
{
  "formula": "H22O11",
  "method": "ωB97M-V/def2-TZVPD",
  "homo_lumo_gap_ev": 10.139,
  "smiles": "O.O.O.O.O.O.O.O.O.O.O",
  "elements": ["O", "H", "H", "H", "H", "H", "O", "O", "H", "O", "H", "H", "O", "O", "O", "H", "H", "H", "H", "H", "H", "H", "H", "H", "O", "O", "H", "H", "H", "O", "H", "O", "H"],
  "xyz": [[0.22, 1.49, 5.23], [-0.15, -0.58, 0.86], [-0.71, 2.52, -3.09], [-2.84, 0.89, 1.40], [2.23, -0.41, -3.43], [0.86, 1.34, 4.53], [-4.47, -1.00, 0.76], [-0.39, 2.04, -2.29], [2.65, 1.87, -2.34], [2.75, 0.31, 1.93], [-1.37, -1.57, -1.40], [1.09, -4.84, -0.09], [-2.20, -1.74, -0.87], [1.04, -5.29, 0.78], [-0.51, -0.72, -0.05], [0.15, 2.57, -1.77], [1.87, -5.39, 1.05], [1.65, -1.66, -3.77], [-4.81, -0.77, -0.17], [-3.25, 2.32, 1.12], [-0.42, 0.17, -0.35], [3.62, -0.07, 2.07], [-2.12, -2.61, -0.47], [-3.93, -1.72, 0.42], [0.92, 2.52, 0.11], [-2.48, 1.74, 1.15], [1.55, 2.37, -3.07], [0.79, 1.76, 5.96], [0.87, 1.65, -0.34], [2.47, 2.12, -3.20], [2.17, -0.47, 2.09], [2.50, -1.26, -3.52], [0.26, 2.41, 0.77]]
}


6.
{
  "formula": "H22O17SV",
  "method": "ωB97M-V/def2-TZVPD",
  "homo_lumo_gap_ev": 2.534,
  "total_charge": -1,
  "elements": ["H", "O", "O", "H", "V", "H", "H", "H", "O", "H", "S", "H", "O", "H", "H", "O", "O", "H", "H", "H", "O", "O", "O", "H", "H", "O", "O", "H", "H", "O", "H", "H", "H", "O", "H", "O", "H", "O", "O", "O", "H"],
  "xyz": [[-3.63, -16.24, -16.35], [-2.08, -11.83, -15.66], [-7.70, -12.22, -11.50], [-6.79, -4.72, -11.29], [-2.36, -10.17, -15.50], [-0.83, -15.55, -19.75], [2.23, -8.41, -16.42], [0.67, -14.71, -12.98], [1.74, -9.05, -16.92], [2.35, -15.23, -16.78], [-3.21, -7.09, -20.47], [-6.18, -6.05, -11.66], [-8.74, -12.85, -16.11], [-9.02, -13.67, -16.52], [-5.58, -12.45, -20.00], [-0.38, -9.72, -11.98], [-4.59, -6.96, -20.84], [-4.44, -16.49, -15.09], [-8.07, -12.50, -16.69], [-2.11, -4.83, -15.73], [0.62, -15.04, -12.08], [3.10, -14.66, -16.62], [-2.13, -5.35, -14.92], [-7.97, -12.47, -12.38], [-5.33, -11.12, -19.31], [-6.73, -5.35, -12.00], [-3.13, -8.25, -19.56], [3.24, -14.21, -17.45], [-0.70, -9.10, -11.33], [-4.45, -16.63, -16.04], [2.01, -8.92, -17.83], [-8.29, -11.50, -11.26], [-2.11, -4.70, -14.22], [-3.06, -5.87, -19.74], [-0.93, -17.06, -19.88], [-0.76, -16.37, -19.24], [-0.28, -14.86, -11.81], [-2.36, -7.16, -21.64], [-3.82, -10.11, -14.84], [-5.98, -11.82, -19.39], [0.49, -9.97, -11.65]]
}


7.
{
  "formula": "H23O12",
  "method": "ωB97M-V/def2-TZVPD",
  "homo_lumo_gap_ev": 8.733,
  "total_charge": -1,
  "elements": ["H", "O", "H", "H", "H", "O", "H", "O", "H", "O", "H", "H", "H", "H", "O", "H", "O", "H", "H", "O", "O", "O", "O", "H", "H", "H", "H", "O", "H", "O", "H", "H", "H", "H", "H"],
  "xyz": [[0.39, 1.12, 2.22], [0.79, 0.73, 0.75], [-2.71, 1.05, -0.38], [4.09, -0.18, 2.08], [3.62, 1.10, 1.29], [1.31, -0.90, -3.96], [-0.38, -0.20, 3.06], [-0.22, 0.73, 2.93], [-0.53, 2.86, -2.96], [-1.39, -1.53, -2.59], [-1.88, 2.69, 2.62], [2.44, -1.33, 0.08], [-1.13, -0.08, 1.33], [0.76, -4.54, 2.43], [-2.59, 2.06, 2.78], [1.32, -0.02, -3.55], [4.20, 0.76, 1.96], [-1.21, -0.97, -1.87], [-1.76, -0.95, -3.23], [-0.41, 0.78, -1.40], [-3.35, 1.76, -0.61], [1.35, -4.46, 1.68], [2.82, -2.12, 0.52], [1.13, -3.58, 1.33], [1.16, -0.15, 0.87], [-3.11, 2.14, 0.26], [3.08, -2.48, -0.34], [-1.50, -0.71, 0.68], [-1.93, 2.37, -2.91], [-1.18, 2.40, -3.50], [-2.25, 1.81, 3.64], [-0.86, -1.11, 0.11], [0.27, 0.51, -0.67], [-0.74, 1.55, -1.00], [0.41, -1.10, -3.65]]
}


Results for calculated total energy: -840.82074; -840.80958; -840.68878; -840.80427; -840.72697; -2634.25710; -916.67905 (in Ha, following the order of the records).
Results for energy relative to the best compared isomer or geometry (same formula, charge and spin): 1.616; 1.920; 5.207; 2.064; 4.168; 11.297; 3.901 (in eV, following the order of the records).
Results for HOMO: -10.4; -10.3; -10.1; -10.1; -10.3; -3.7; -5.9 (in eV, following the order of the records).